No. 1
A cluster of 2 separate species, C26H22FNO6 in total at a distorted geometry. Source: the OMol25 dataset; level of theory: wB97M-V/def2-TZVPD.

ORCA input file:
```
! wB97M-V def2-TZVPD RIJCOSX def2/J DEFGRID3
* xyz 0 1
C -2.0424 0.9281 4.2270
C -3.2622 0.6779 3.3528
C -4.5354 1.1293 4.0758
O -3.1982 1.3939 2.1027
C -2.4073 0.8919 1.0897
O -2.2412 1.5646 0.0806
C -1.7952 -0.4201 1.2947
C -0.5153 -0.6484 0.6552
C 0.7295 -0.1765 1.3859
C 1.4424 -1.1133 2.1511
C 2.6304 -0.7668 2.7770
C 3.0780 0.5644 2.6843
N 4.3220 0.8991 3.2885
O 4.7375 2.0774 3.2382
O 4.9655 -0.0166 3.8554
C 2.3411 1.5289 1.9621
C 1.1775 1.1465 1.3022
C -2.2920 -1.2336 2.3668
O -1.7896 -2.2869 2.7283
O -3.4002 -0.7388 3.0494
H -1.1170 0.6545 3.7111
H -2.0125 1.9898 4.4935
H -2.1237 0.3386 5.1482
H -5.3980 1.0479 3.4117
H -4.7021 0.5108 4.9618
H -4.4184 2.1708 4.3875
H -0.3683 -1.7259 0.6114
H -0.5872 -0.2063 -0.3480
H 1.0432 -2.1210 2.2714
H 3.2232 -1.5027 3.3144
H 2.7163 2.5476 1.9078
H 0.5895 1.8649 0.7236
F 0.5662 -6.6426 3.0027
C 0.0194 -5.7373 2.1330
C 0.8728 -4.9824 1.3284
C 0.3011 -4.0777 0.4464
C -1.1172 -3.8974 0.3450
C -1.5975 -2.8927 -0.5655
C -2.9351 -2.6915 -1.0010
C -3.1497 -2.1787 -2.3144
C -4.3897 -2.3252 -2.9143
C -5.4630 -2.8677 -2.1870
C -5.3345 -3.0152 -0.7930
C -4.0821 -2.9162 -0.1899
C -1.9264 -4.7099 1.1797
C -1.3626 -5.5804 2.1047
H 1.9533 -5.0914 1.3961
H 0.9483 -3.4806 -0.2011
H -0.8459 -2.4832 -1.2550
H -2.3109 -1.7303 -2.8505
H -4.5302 -2.0413 -3.9599
H -6.3947 -3.1339 -2.6938
H -6.2082 -3.2289 -0.1811
H -3.9753 -2.9859 0.8955
H -3.0110 -4.6532 1.1232
H -1.9917 -6.1432 2.7895
*
```

Properties
highest occupied orbital energy	-7.2	eV
energy above the lowest of the compared OMol25 structures with the same formula, charge and spin	5.485	eV
E	-43806.385	eV

=====

No. 2
A structure of composition C5H13N2 at a distorted geometry. Source: the OMol25 dataset; level of theory: wB97M-V/def2-TZVPD.

ORCA input file:
```
! wB97M-V def2-TZVPD RIJCOSX def2/J DEFGRID3
* xyz 1 1
C -1.2473 1.2016 -1.6408
C 0.0288 0.3162 -1.2568
C -0.3872 -0.7061 -0.1222
C 0.6212 -1.0988 0.8431
C 0.4159 -0.7665 2.2428
N 0.7656 0.6246 2.6388
N 0.6041 0.0981 -2.6825
H -2.1238 0.5578 -1.7223
H -1.0083 1.7982 -2.5065
H -1.4967 1.8674 -0.8046
H 0.5205 1.1628 -0.7758
H -0.8719 -1.5377 -0.6504
H -1.1398 -0.1910 0.4763
H 1.3789 -1.8264 0.5429
H 0.9196 -1.3905 2.9792
H 0.4770 1.2998 1.9339
H 1.7546 0.7271 2.8236
H 1.0340 -0.3999 -1.8529
H -0.6540 -0.8566 2.4737
H 0.4086 -0.8799 -2.9395
*
```

Properties
highest occupied orbital energy	-14.0	eV
energy above the lowest of the compared OMol25 structures with the same formula, charge and spin	7.858	eV
E	-8362.952	eV

=====

No. 3
A structure of composition CO3PS at a distorted geometry. Source: the OMol25 dataset; level of theory: wB97M-V/def2-TZVPD.

ORCA input file:
```
! wB97M-V def2-TZVPD RIJCOSX def2/J DEFGRID3
* xyz -1 3
C -1.0307 0.0115 0.0700
O -0.3371 1.0703 0.2438
O -0.0765 -0.9916 -0.0690
O 2.3887 0.0746 -0.6405
P 1.5175 -0.1274 0.4860
S -2.7234 0.0312 -0.0278
*
```

Properties
expectation value of S²	2.0148
highest occupied orbital energy (spin up / spin down)	-1.7 / -4.5	eV
energy above the lowest of the compared OMol25 structures with the same formula, charge and spin	1.364	eV
E	-27302.428	eV

=====

No. 4
A structure of composition C8H10AsBF4OPtS5. Source: the OMol25 dataset; level of theory: wB97M-V/def2-TZVPD.

ORCA input file:
```
! wB97M-V def2-TZVPD RIJCOSX def2/J DEFGRID3
* xyz -2 1
Pt -1.4121 0.2930 -1.1593
S -3.3835 -0.7545 -5.0569
As -4.0389 -0.2731 -3.1257
S -2.8811 -1.3725 -1.5369
S -2.9329 1.5231 -2.2893
S -6.0918 -0.2251 -2.7337
F -1.3407 -0.3676 3.1792
B -0.9523 -1.0694 4.3385
F -0.7315 -0.1557 5.3874
F 0.2716 -1.7433 4.0543
F -1.9231 -2.0054 4.7060
C 1.0564 1.3174 2.7565
C 0.9087 0.8848 1.3257
C 0.9558 1.8109 0.2847
C 0.8349 1.4539 -1.0569
C 0.6657 0.0914 -1.4029
C 0.4805 -0.8451 -0.3418
C 0.6349 -0.4373 0.9936
S 1.0094 -0.3941 -3.1158
C 2.6262 -1.1108 -2.7114
O 1.3253 0.8557 -3.8508
H 1.7406 2.1654 2.8387
H 1.4154 0.5003 3.3803
H 0.0882 1.5992 3.1705
H 1.0938 2.8604 0.5249
H 0.9387 2.1890 -1.8431
H 0.3286 -1.8928 -0.5711
H 0.5105 -1.1612 1.7897
H 3.2366 -0.3415 -2.2395
H 3.0745 -1.4329 -3.6500
H 2.4915 -1.9622 -2.0451
*
```

Properties
highest occupied orbital energy	-2.1	eV
energy above the lowest of the compared OMol25 structures with the same formula, charge and spin	0.585	eV
E	-140323.576	eV

=====

No. 5
A structure of composition C2H5FInO2 at a distorted geometry. Source: the OMol25 dataset; level of theory: wB97M-V/def2-TZVPD.

ORCA input file:
```
! wB97M-V def2-TZVPD RIJCOSX def2/J DEFGRID3
* xyz 0 2
In -0.7758 -0.3534 -2.1092
O -0.7446 -1.9574 -1.0387
C 0.4507 0.8559 0.7310
O 0.1318 -0.0371 -0.3149
C -0.1892 -1.4083 0.0575
H 0.5367 1.8646 0.3008
H -0.3635 0.8943 1.4733
H 1.3664 0.5137 1.2389
H 0.7655 -1.8798 0.3758
H -0.8714 -1.3535 0.9344
F -0.3065 2.8609 -1.6489
*
```

Properties
expectation value of S²	0.7684
highest occupied orbital energy (spin up / spin down)	-9.7 / -8.5	eV
energy above the lowest of the compared OMol25 structures with the same formula, charge and spin	0.000	eV
E	-14137.211	eV

=====

No. 6
A structure of composition C23H39BaCl2N5O3P at a distorted geometry. Source: the OMol25 dataset; level of theory: wB97M-V/def2-TZVPD.

ORCA input file:
```
! wB97M-V def2-TZVPD RIJCOSX def2/J DEFGRID3
* xyz -1 1
O 2.3979 1.1062 -4.3109
C 2.2150 1.3495 -5.4863
C 2.2770 2.7122 -6.1099
C 2.5533 3.8331 -5.3059
H 2.7236 3.7009 -4.2327
C 2.6037 5.1017 -5.8899
H 2.8159 5.9781 -5.2713
C 2.3814 5.2522 -7.2710
H 2.4207 6.2445 -7.7274
C 2.1084 4.1298 -8.0702
H 1.9353 4.2404 -9.1428
C 2.0577 2.8617 -7.4880
H 1.8472 1.9682 -8.0848
H 1.9948 0.5478 -6.2365
C -3.1566 0.8290 -2.2827
C -3.2367 0.0236 -1.0938
H -4.2184 0.8646 -2.5307
H -2.5679 0.3148 -3.0493
H -2.7501 1.8296 -2.0899
C -3.9004 -0.7805 -0.3082
C -5.3142 -0.9767 -0.7150
H -3.5576 -1.3055 0.5797
H -5.5718 -0.3480 -1.5734
H -5.9579 -0.7246 0.1251
H -5.4435 -2.0241 -0.9836
Ba -0.6457 0.2056 -0.1029
Cl -1.0654 2.9277 0.3133
Cl 0.3205 0.0983 -2.7121
C -2.7689 0.5079 2.2588
O -1.7957 -0.3014 2.0920
N -3.4535 0.3022 3.3601
C -3.0263 -0.8244 4.2014
C -4.5496 1.1395 3.7370
H -3.0848 1.3449 1.5458
H -2.1879 -1.3671 3.7352
H -3.8775 -1.4923 4.3269
H -2.7194 -0.4301 5.1710
H -4.6668 1.8859 2.9481
H -4.2964 1.6062 4.6862
H -5.4309 0.5089 3.8203
H -0.5670 -5.4225 0.6402
H 1.8649 -5.2146 -0.3633
C -0.8934 -4.8039 -0.1949
C 1.4450 -4.6037 -1.1564
N 0.2513 -3.9982 -0.6457
H -1.7268 -4.1551 0.1186
C 0.1118 -2.7021 -0.5650
O -0.9867 -2.3176 -0.0472
H 2.1165 -3.7881 -1.4340
H 0.9618 -2.0190 -0.9459
H -1.1978 -5.4370 -1.0243
H 1.1582 -5.1957 -2.0184
C 3.5537 -1.2338 4.0128
N 3.9733 -0.0428 3.2427
C 3.3492 1.1718 3.8256
N 1.8797 1.0779 3.9852
C 1.5305 -0.1563 4.7235
N 2.0840 -1.3672 4.0808
C 1.4911 -1.5851 2.7533
P 1.8312 -0.2078 1.5508
C 3.6506 -0.1889 1.8265
C 1.1785 1.1387 2.7083
H 3.9520 -1.1408 5.0448
H 3.9797 -2.1424 3.5491
H 3.5948 2.0467 3.1996
H 3.7813 1.3231 4.8315
H 0.4304 -0.2518 4.7959
H 1.9424 -0.0732 5.7490
H 1.8918 -2.5138 2.3156
H 0.3979 -1.7003 2.8536
H 4.0835 0.6510 1.2596
H 4.0732 -1.1183 1.4158
H 0.0930 1.0086 2.8537
H 1.3121 2.1218 2.2268
*
```

Properties
highest occupied orbital energy	-1.0	eV
energy above the lowest of the compared OMol25 structures with the same formula, charge and spin	2.744	eV
E	-73103.638	eV